[1]
ORCA calculation (ωB97M-V/def2-TZVPD) on a 2-piece molecular cluster, C4H4O3 overall at a distorted geometry.

Computed properties:
* HOMO-LUMO gap: 9.455 eV
* HOMO energy: -9.9 eV
* ΔE to the lowest compared entry with this formula, charge and spin: 1.025 eV

Each line ends with the natural charge from an NBO analysis.
Positions of all 11 atoms, in Å:
O: 2.5335 -1.8804 -1.7874  -0.49
C: 1.6896 -1.4981 -1.1330  0.50
C: -0.5800 0.5368 -0.2702  0.49
C: 0.1494 1.2144 0.8538  -0.73
O: -0.7078 0.9792 -1.3903  -0.50
C: -1.2071 -0.8267 0.0342  0.34
O: -1.2289 -1.3065 1.1396  -0.48
H: 1.0136 0.6035 1.1399  0.25
H: -0.4950 1.2896 1.7354  0.25
H: 0.4828 2.2034 0.5354  0.24
H: -1.6502 -1.3151 -0.8574  0.13

***

[2]
ORCA calculation (ωB97M-V/def2-TZVPD) on C36H78AsF6N2O8 as an isolated structure at a distorted geometry.

Computed properties:
* net charge: -1
* HOMO-LUMO gap: 9.064 eV
* HOMO energy: -6.7 eV
* ΔE to the lowest compared entry with this formula, charge and spin: 0.000 eV

Each line ends with the Löwdin charge.
Positions of all 131 atoms, in Å:
As: 9.1884 18.5525 -24.7145  0.77
F: 8.6613 20.2205 -24.8681  -0.25
F: 10.3302 19.0758 -23.4962  -0.26
F: 9.7121 16.8881 -24.5872  -0.26
F: 8.0769 18.0529 -25.9682  -0.25
F: 10.4213 18.8602 -25.9050  -0.25
F: 7.9758 18.2689 -23.4856  -0.25
C: 6.2582 14.4679 -24.5806  -0.08
C: 5.4069 15.6979 -24.2342  -0.25
N: 4.1120 15.3934 -23.6439  -0.18
C: 3.2178 14.8160 -24.6442  -0.26
C: 2.0259 14.0963 -24.0211  -0.09
C: 3.5374 16.5851 -23.0167  -0.25
C: 4.2526 16.9362 -21.7219  -0.08
H: 7.2564 14.7751 -24.9023  0.06
H: 5.8486 13.8782 -25.4029  0.06
H: 6.4123 13.8082 -23.7239  0.07
H: 6.0212 16.3073 -23.5806  0.07
H: 5.2525 16.2217 -25.1913  0.11
H: 2.8362 15.6270 -25.2888  0.12
H: 3.7645 14.1240 -25.2804  0.10
H: 2.3670 13.1739 -23.5407  0.07
H: 1.4873 14.6427 -23.2521  0.06
H: 1.3568 13.7840 -24.8260  0.07
H: 2.4729 16.4271 -22.8400  0.10
H: 3.5420 17.4586 -23.6896  0.11
H: 4.3711 16.0772 -21.0582  0.08
H: 3.7225 17.7331 -21.2036  0.07
H: 5.2805 17.2240 -21.9535  0.04
C: 12.2509 15.1896 -21.3727  -0.07
C: 12.1890 16.7083 -21.5614  -0.25
N: 13.5221 17.3381 -21.4040  -0.16
C: 14.3361 16.9727 -22.5585  -0.27
C: 15.8035 17.4167 -22.4003  -0.08
C: 13.2784 18.7887 -21.4400  -0.26
C: 12.6359 19.3492 -20.1702  -0.09
H: 11.2539 14.7504 -21.3748  0.06
H: 12.7029 14.9883 -20.3980  0.08
H: 12.8524 14.6850 -22.1272  0.04
H: 11.8652 16.9070 -22.5929  0.10
H: 11.4396 17.0698 -20.8655  0.09
H: 14.4119 15.8829 -22.5834  0.10
H: 13.8931 17.2941 -23.5117  0.12
H: 16.3431 17.0681 -23.2791  0.07
H: 15.8859 18.5015 -22.3284  0.05
H: 16.1914 17.0076 -21.4699  0.07
H: 12.5965 19.0778 -22.2527  0.11
H: 14.1917 19.3617 -21.6030  0.10
H: 12.4959 20.4222 -20.3477  0.06
H: 13.1499 19.2572 -19.2123  0.07
H: 11.6287 18.9674 -19.9835  0.05
C: 7.4523 19.7120 -29.5021  -0.01
C: 8.4401 19.9644 -30.6021  -0.49
O: 8.7127 21.1067 -30.9148  0.06
C: 9.0055 18.7817 -31.3301  -0.01
H: 7.7387 18.8898 -28.8440  0.07
H: 6.4440 19.5506 -29.8954  0.10
H: 7.3475 20.6009 -28.8751  0.06
H: 9.9997 19.0061 -31.7139  0.08
H: 8.3520 18.5212 -32.1626  0.09
H: 9.0942 17.9409 -30.6413  0.06
C: 8.5089 15.4652 -22.0105  -0.02
C: 8.5858 15.7508 -20.5345  -0.50
O: 8.7363 14.8719 -19.7140  0.06
C: 8.4836 17.2130 -20.1583  -0.02
H: 8.4850 14.3960 -22.2126  0.09
H: 9.3950 15.8368 -22.5267  0.06
H: 7.5994 15.9601 -22.3478  0.06
H: 8.6507 17.3654 -19.0951  0.08
H: 7.5034 17.6171 -20.4226  0.08
H: 9.2060 17.7591 -20.7714  0.06
C: 12.9203 15.8516 -26.4862  -0.01
C: 12.6655 14.3645 -26.3358  -0.50
O: 13.1215 13.6145 -27.1732  0.05
C: 11.6609 13.9061 -25.2970  -0.01
H: 13.9959 15.9749 -26.5964  0.09
H: 12.5460 16.3735 -25.6042  0.06
H: 12.3825 16.1866 -27.3673  0.07
H: 10.7503 14.4928 -25.3887  0.05
H: 12.0912 14.1130 -24.3102  0.07
H: 11.4853 12.8336 -25.3279  0.09
C: 9.5000 22.1051 -27.2884  -0.01
C: 8.2168 22.8189 -26.9272  -0.49
O: 7.2653 22.8522 -27.6729  0.05
C: 8.1982 23.4403 -25.5513  -0.03
H: 10.3641 22.5875 -26.8350  0.08
H: 9.6241 22.1886 -28.3722  0.08
H: 9.3921 21.0492 -27.0510  0.07
H: 7.2084 23.7916 -25.2588  0.08
H: 8.8647 24.3055 -25.5780  0.09
H: 8.4817 22.6980 -24.8106  0.04
C: 9.6955 14.8749 -27.8164  -0.01
C: 8.7700 15.4352 -28.8755  -0.48
O: 9.0639 15.3988 -30.0532  0.05
C: 7.3964 15.8616 -28.4513  -0.03
H: 9.1448 14.8339 -26.8801  0.06
H: 10.5391 15.5635 -27.8352  0.07
H: 10.1150 13.8979 -28.0520  0.10
H: 7.3536 16.7385 -27.7987  0.05
H: 6.9197 15.1053 -27.8170  0.08
H: 6.7206 16.0449 -29.2844  0.09
C: 10.0970 22.3291 -22.4785  -0.02
C: 8.7417 22.1086 -21.9140  -0.51
O: 7.7697 22.7902 -22.1691  0.05
C: 8.5683 20.9372 -21.0011  -0.02
H: 10.0743 23.1765 -23.1611  0.08
H: 10.4438 21.4776 -23.0677  0.08
H: 10.7431 22.4652 -21.6087  0.09
H: 8.3206 20.1290 -21.6989  0.07
H: 7.7588 21.0645 -20.2867  0.09
H: 9.4458 20.5777 -20.4608  0.07
C: 4.9749 18.5401 -27.2123  -0.03
C: 4.0937 19.2162 -28.2223  -0.50
O: 3.5783 18.6201 -29.1414  0.06
C: 3.9487 20.7051 -28.0042  -0.01
H: 4.4401 18.7056 -26.2671  0.08
H: 5.9671 18.9710 -27.0887  0.06
H: 5.0983 17.4685 -27.3548  0.07
H: 3.5024 20.8818 -27.0233  0.08
H: 3.3732 21.2153 -28.7741  0.08
H: 4.9459 21.1553 -28.0117  0.07
C: 5.7714 20.9487 -24.7606  -0.02
C: 4.6654 20.5058 -23.8540  -0.48
O: 3.5317 20.3801 -24.2733  0.04
C: 4.9872 20.3975 -22.3811  -0.01
H: 6.4730 21.4960 -24.1248  0.06
H: 5.4181 21.6357 -25.5256  0.09
H: 6.3302 20.1322 -25.2083  0.06
H: 5.2341 21.4008 -22.0285  0.09
H: 5.9061 19.8114 -22.2861  0.07
H: 4.1756 19.9403 -21.8258  0.07

***

[3]
ORCA calculation (ωB97M-V/def2-TZVPD) on a 2-piece molecular cluster, C9H14 overall at a distorted geometry.

Computed properties:
* HOMO-LUMO gap: 9.959 eV
* HOMO energy: -9.0 eV
* SMILES: Cc1ccccc1.CC
* ΔE to the lowest compared entry with this formula, charge and spin: 1.587 eV

Each line ends with the natural charge from an NBO analysis.
Positions of all 23 atoms, in Å:
C: -0.5486 -2.2552 2.7253  -0.65
C: -0.0368 -1.6994 1.4620  -0.01
C: 1.2252 -1.1650 1.2580  -0.23
C: 1.7604 -0.7853 0.0537  -0.21
C: 1.0150 -0.8697 -1.1275  -0.21
C: -0.3355 -1.3049 -0.9239  -0.21
C: -0.7957 -1.7827 0.2983  -0.23
H: 0.1830 -3.0110 3.0335  0.23
H: -1.3868 -2.9678 2.6210  0.22
H: -0.7439 -1.3800 3.3755  0.23
H: 1.8356 -0.9241 2.1321  0.21
H: 2.7371 -0.2996 -0.1184  0.21
H: 1.3476 -0.7264 -2.1333  0.21
H: -0.8331 -1.1159 -1.8734  0.21
H: -1.6775 -2.4265 0.2346  0.21
C: -0.7895 3.1446 -0.7698  -0.61
C: -0.0880 2.6282 -1.9878  -0.61
H: -0.3079 4.0165 -0.3699  0.21
H: -1.8587 3.1543 -1.0445  0.21
H: -0.7420 2.4491 0.1333  0.20
H: -0.5302 3.0802 -2.9090  0.20
H: -0.3764 1.6057 -2.2435  0.20
H: 0.9467 2.6349 -1.8264  0.21

***

[4]
ORCA calculation (ωB97M-V/def2-TZVPD) on a 3-piece molecular cluster, C3H11NO3 overall at a distorted geometry.

Computed properties:
* HOMO-LUMO gap: 10.475 eV
* HOMO energy: -9.8 eV
* SMILES: CCC(N)=O.O.O
* ΔE to the lowest compared entry with this formula, charge and spin: 0.512 eV

Each line ends with the natural charge from an NBO analysis.
Positions of all 18 atoms, in Å:
C: 1.2784 -1.9687 -2.1924  -0.61
C: -0.2068 -1.5803 -2.1591  -0.51
C: -0.5328 -0.4820 -1.1454  0.68
N: 0.3130 0.5931 -1.2064  -0.84
O: -1.4257 -0.5864 -0.3311  -0.62
H: 1.6205 -2.2903 -1.2081  0.22
H: 1.9469 -1.2258 -2.6242  0.20
H: 1.3530 -2.8513 -2.8240  0.22
H: -0.5419 -1.2539 -3.1508  0.22
H: -0.7866 -2.4713 -1.9513  0.23
H: 0.9112 0.6046 -1.9867  0.40
H: 0.2398 1.2224 -0.4323  0.41
O: -1.2188 3.0340 4.4164  -0.94
H: -0.8155 3.6247 5.0616  0.47
H: -1.4026 3.6129 3.6690  0.47
O: 0.0753 0.5219 2.8476  -0.96
H: -0.3017 1.3925 3.0158  0.48
H: -0.5057 0.1041 2.2014  0.48

***

[5]
ORCA calculation (ωB97M-V/def2-TZVPD) on C9H13N3S as an isolated structure at a distorted geometry.

Computed properties:
* HOMO-LUMO gap: 8.529 eV
* HOMO energy: -8.2 eV
* ΔE to the lowest compared entry with this formula, charge and spin: 7.407 eV

Each line ends with the natural charge from an NBO analysis.
Positions of all 26 atoms, in Å:
C: -0.5236 -2.1782 -1.6397  -0.83
C: -1.1414 -1.6392 0.6121  -0.16
C: -1.4845 -2.3595 1.7230  -0.22
C: -0.5396 -2.3429 2.8225  -0.22
C: 0.4306 -1.3820 2.8865  -0.21
C: 0.7092 -0.5409 1.7572  -0.22
C: -0.1008 -0.6629 0.6755  0.07
C: 0.6525 1.8147 -2.3708  -0.50
C: 0.6346 3.7376 -0.6324  -0.45
H: -0.1109 -0.9926 -1.5562  0.29
H: -0.0491 -2.8718 -0.7853  0.23
H: -0.7198 -2.7672 -2.7277  0.24
H: -2.4029 -3.0608 1.7769  0.24
H: -0.8389 -2.9944 3.7374  0.22
H: 1.2057 -1.2296 3.7946  0.22
H: 1.3581 0.3165 2.0339  0.24
H: -0.3781 1.4163 -2.4440  0.21
H: 1.2131 0.8116 -2.6120  0.22
H: 0.8199 2.4329 -3.2596  0.23
H: 1.7585 4.2322 -0.7634  0.23
H: -0.1338 4.1503 -1.4576  0.22
H: -0.0159 3.9442 0.6002  0.24
N: 0.1016 0.3048 -0.2883  -0.27
N: 0.6656 1.3339 -0.0255  0.03
N: 1.0066 2.2407 -0.9584  -0.26
S: -2.1165 -1.7138 -0.8989  0.20

***

[6]
ORCA calculation (ωB97M-V/def2-TZVPD) on a 2-piece molecular cluster, CH5NO overall at a distorted geometry.

Computed properties:
* net charge: +1
* HOMO-LUMO gap (alpha / beta): 5.377 / 1.956 eV
* spin multiplicity: 2
* HOMO energy (alpha / beta): -13.3 / -13.3 eV
* <S²>: 0.758
* ΔE to the lowest compared entry with this formula, charge and spin: 2.437 eV

Each line ends with the natural charge from an NBO analysis.
Positions of all 8 atoms, in Å:
N: -0.9277 1.0822 1.7329  -1.06
H: -1.6937 0.3733 1.9415  0.37
H: -0.1387 0.7217 1.4144  0.33
H: -1.3969 1.7394 1.1599  0.37
O: 0.7586 -1.8882 -2.2847  0.06
C: 1.0088 -0.9867 -1.5539  0.28
H: 0.7856 0.0732 -1.8007  0.32
H: 1.6040 -1.1149 -0.6094  0.33